Entry from the OMol25 dataset: 2 unconnected molecules or ions with the total composition C5H13NO2 in a non-equilibrium geometry (ωB97M-V/def2-TZVPD).

Bonds (Å) are listed after each position.
Cartesian coordinates (Å):
1 C -0.930 1.434 0.999  C2 1.588, H8 1.084, H9 1.095, H10 1.103
2 C 0.562 1.086 0.581  C1 1.588, N3 1.437, H11 1.093, H12 1.090
3 N 0.738 0.424 -0.683  C2 1.437, C4 1.375, H13 1.005
4 C 0.655 -0.944 -0.791  N3 1.375, O5 1.236, C6 1.498
5 O 0.497 -1.350 -1.948  C4 1.236
6 C 0.714 -1.912 0.351  C4 1.498, C7 1.504, H14 1.086, H15 1.112
7 C -0.646 -2.507 0.594  C6 1.504, H16 1.092, H17 1.084, H18 1.106
8 H -1.631 0.611 0.929  C1 1.084
9 H -1.346 2.345 0.557  C1 1.095
10 H -0.685 1.685 2.045  C1 1.103
11 H 0.856 0.425 1.399  C2 1.093
12 H 1.131 1.999 0.757  C2 1.090
13 H 0.651 0.999 -1.503  N3 1.005
14 H 1.298 -1.458 1.146  C6 1.086
15 H 1.307 -2.620 -0.268  C6 1.112
16 H -1.056 -2.812 -0.372  C7 1.092
17 H -0.681 -3.349 1.276  C7 1.084
18 H -1.253 -1.733 1.098  C7 1.106
19 O 0.056 2.858 -2.276  H20 0.970, H21 0.960
20 H -0.364 2.034 -2.568  O19 0.970
21 H 0.129 2.782 -1.323  O19 0.960

Summary:
HOMO level: -9.517 eV
charge: 0
F_max: 0.070 hartree/bohr
energy above the lowest of the compared OMol25 structures with the same formula, charge and spin: 1.4202 eV
energy: -403.52442 hartree
SMILES string: CCNC(=O)CC.O
2S+1: 1
HOMO-LUMO gap: 10.26 eV
LUMO energy: 0.741 eV